1:
Below is a molecular structure, H2O4PS, with properties calculated with the ωB97M-V functional and the def2-TZVPD basis.

Gap between HOMO and LUMO (Eh): 0.28840
Charge: -1

Last column: natural (NBO) charge in e.
Atoms and positions in Å:
O1 1.51420 -0.28638 -0.43086  -0.915
O2 0.86559 2.11679 -0.52765  -0.912
O3 1.48783 1.11833 1.66657  -0.907
O4 -1.05556 0.15435 0.68525  -1.120
P1 -1.64061 -1.08167 0.01201  0.708
S1 1.03179 0.90570 0.30680  2.417
H1 -0.59746 -2.05093 -0.09808  -0.114
H2 -1.60578 -0.87620 -1.61405  -0.158

=====

2:
Below is a molecular structure, H2O4PS, with properties calculated with the ωB97M-V functional and the def2-TZVPD basis.

Gap between HOMO and LUMO (Eh): 0.35034
Charge: -1

Last column: natural (NBO) charge in e.
Atoms and positions in Å:
O1 -0.37243 1.59106 0.05616  -0.987
O2 1.77470 0.14072 0.55016  -1.001
O3 1.24667 1.05442 -1.76016  -0.976
O4 -0.19431 -0.62123 -0.86642  -1.006
P1 -1.07854 -1.34946 0.26117  0.606
S1 0.67997 0.73761 -0.47456  2.482
H1 -1.76613 -0.21340 0.70647  -0.063
H2 -0.28993 -1.33972 1.52717  -0.056

=====

Least stable = 1

=====

1:
Below is 2 unconnected molecules or ions with the total composition C3H8F2N2, with properties calculated with the ωB97M-V functional and the def2-TZVPD basis.

Gap between HOMO and LUMO (Eh): 0.31842

Last column: natural (NBO) charge in e.
Atoms and positions in Å:
C1 -0.60433 0.91290 -1.23497  -0.693
C2 0.25624 -0.35906 0.60284  0.348
C3 -0.80877 -0.33883 -0.47878  0.616
N1 1.43015 -0.26758 -0.08720  -0.838
N2 0.05975 0.52743 1.64427  -0.834
F1 -0.72830 -1.32935 -1.38045  -0.333
F2 -2.08247 -0.39684 -0.03908  -0.333
H1 -1.35272 1.68489 -1.23936  0.239
H2 -0.35319 0.70956 -2.30723  0.233
H3 0.17290 1.50619 -0.88457  0.238
H4 0.16116 -2.07139 1.44956  -0.215
H5 1.46869 -0.97006 -0.92114  0.405
H6 2.25833 -0.35393 0.43552  0.381
H7 0.93195 0.45868 2.28061  0.382
H8 -0.80941 0.28739 2.15998  0.404

=====

2:
Below is C3H8F2N2 in the gas phase, with properties calculated with the ωB97M-V functional and the def2-TZVPD basis.

SMILES: CN[C@H](N)C(F)F
Gap between HOMO and LUMO (Eh): 0.38016

Last column: natural (NBO) charge in e.
Atoms and positions in Å:
C1 -1.84515 -0.72645 0.41661  -0.416
N1 -0.60834 -0.72290 -0.32819  -0.652
C2 0.44879 0.35626 0.17058  0.044
N2 0.17363 1.66110 -0.31340  -0.822
C3 1.82562 -0.08739 -0.30455  0.562
F1 2.78934 0.62843 0.31248  -0.334
F2 2.06730 -1.38431 0.01278  -0.347
H1 -2.52926 -1.39711 -0.10187  0.207
H2 -1.74381 -1.05754 1.45834  0.167
H3 -2.27856 0.27334 0.40630  0.183
H4 -0.16873 -1.63538 -0.27759  0.363
H5 0.43764 0.36962 1.26976  0.182
H6 -0.73117 1.99439 -0.00431  0.370
H7 0.20621 1.70185 -1.32601  0.365
H8 1.95649 0.02609 -1.39093  0.127

=====

3:
Below is 2 unconnected molecules or ions with the total composition C3H8F2N2, with properties calculated with the ωB97M-V functional and the def2-TZVPD basis.

Gap between HOMO and LUMO (Eh): 0.35224

Last column: natural (NBO) charge in e.
Atoms and positions in Å:
C1 1.88955 -0.21270 -0.70471  -0.703
C2 -0.89863 -0.27002 1.08002  0.170
C3 1.15254 0.95437 -1.31692  0.563
N1 -1.72845 -0.53850 0.05722  -0.805
N2 -1.39838 -0.50862 2.33035  -0.836
F1 0.18912 0.52891 -2.17778  -0.367
F2 1.89734 1.82239 -2.08882  -0.364
H1 2.69450 0.17443 -0.14279  0.227
H2 2.07257 -1.03757 -1.51471  0.220
H3 1.07416 -0.65168 -0.05701  0.261
H4 0.67190 1.58138 -0.45910  0.136
H5 -2.71667 -0.80994 0.21216  0.343
H6 -1.53650 -0.11456 -0.76943  0.400
H7 -1.01737 0.01132 3.13336  0.410
H8 -2.34567 -0.92920 2.41815  0.346

=====

Least stable = 1

=====

1:
Below is a gas-phase ion, C5H10NS (charge +1), with properties calculated with the ωB97M-V functional and the def2-TZVPD basis.

SMILES: CC(=[NH2+])C/C=C\S
Gap between HOMO and LUMO (Eh): 0.31243
Charge: +1

Last column: natural (NBO) charge in e.
Atoms and positions in Å:
C1 -1.93694 -1.08703 0.39611  -0.737
C2 -0.90196 -0.23544 -0.16011  0.532
N1 -0.75820 0.09005 -1.42170  -0.623
C3 0.05588 0.44241 0.90126  -0.491
C4 1.04998 1.33434 0.20297  -0.336
C5 2.22808 0.81972 -0.12821  -0.276
S1 2.54119 -0.92554 -0.05567  0.034
H1 -2.49961 -0.59706 1.18709  0.294
H2 -1.26002 -1.72852 1.09458  0.284
H3 -2.61407 -1.74768 -0.22669  0.278
H4 -0.02163 0.67166 -1.50057  0.419
H5 -1.38716 -0.06134 -2.14963  0.435
H6 0.52822 -0.43008 1.29578  0.258
H7 -0.58409 0.92640 1.58878  0.268
H8 0.94466 2.36451 -0.11534  0.250
H9 2.91807 1.54833 -0.55080  0.248
H10 3.81368 -0.81352 -0.27486  0.161

=====

2:
Below is a gas-phase ion, C5H10NS (charge +1), with properties calculated with the ωB97M-V functional and the def2-TZVPD basis.

SMILES: C=C(C=[NH2+])[C@@H](C)S
Gap between HOMO and LUMO (Eh): 0.31536
Charge: +1

Last column: natural (NBO) charge in e.
Atoms and positions in Å:
C1 -1.72018 0.77607 1.09573  -0.296
C2 -0.69612 0.33650 0.36707  -0.032
C3 -0.15913 -1.11593 0.92172  0.310
N1 0.77273 -1.39413 1.80583  -0.649
C4 -0.11903 0.42536 -1.01796  -0.450
C5 1.21253 1.16760 -1.14607  -0.617
S1 0.08700 -1.04082 -1.96731  0.059
H1 -1.78742 0.59211 2.12553  0.225
H2 -2.33878 1.48844 0.75805  0.223
H3 -0.52220 -1.96867 0.46314  0.219
H4 0.91553 -2.40881 2.02268  0.434
H5 1.60138 -0.79860 2.12180  0.458
H6 -0.76819 1.19645 -1.60983  0.263
H7 2.11670 0.52136 -0.88807  0.208
H8 1.20142 2.04501 -0.47651  0.235
H9 1.40673 1.41049 -2.24873  0.259
H10 -1.20297 -1.23243 -2.32707  0.151

=====

Least stable = 2

=====

1:
Below is C3H6ClFS in the gas phase, with properties calculated with the ωB97M-V functional and the def2-TZVPD basis.

SMILES: F[C@@H](Cl)CCS
Gap between HOMO and LUMO (Eh): 0.37525

Last column: natural (NBO) charge in e.
Atoms and positions in Å:
F1 1.16486 -1.98349 1.48925  -0.346
C1 0.76954 -0.67119 1.17084  0.213
Cl1 2.09790 0.50183 1.33681  -0.048
C2 0.13555 -0.69803 -0.21360  -0.476
C3 -0.25646 0.68393 -0.66412  -0.497
S1 -1.83313 0.73694 -1.73273  -0.067
H1 -0.08267 -0.29250 1.81168  0.180
H2 -0.72088 -1.35280 -0.09676  0.231
H3 0.70544 -1.23588 -0.92525  0.225
H4 -0.16426 1.39058 0.15039  0.229
H5 0.49548 1.13991 -1.28228  0.224
H6 -2.31139 1.78070 -1.04423  0.133

=====

2:
Below is C3H6ClFS in the gas phase, with properties calculated with the ωB97M-V functional and the def2-TZVPD basis.

SMILES: FC[C@H](S)CCl
Gap between HOMO and LUMO (Eh): 0.37878

Last column: natural (NBO) charge in e.
Atoms and positions in Å:
F1 0.30065 1.66972 -0.64959  -0.371
C1 0.03128 1.11100 0.61759  -0.023
C2 0.43575 -0.24326 0.79245  -0.343
S1 2.09644 -0.62768 -0.13646  -0.085
C3 -0.47260 -0.73142 -0.43663  -0.426
Cl1 -2.26508 -0.36828 -0.03125  -0.070
H1 -1.20990 1.18917 0.68904  0.216
H2 0.43297 1.79913 1.52560  0.170
H3 0.46116 -0.71048 1.74278  0.255
H4 2.89124 0.34892 0.36529  0.142
H5 0.07052 -0.19535 -1.29126  0.289
H6 -0.35521 -1.97319 -0.31096  0.246

=====

Least stable = 2

=====

1:
Below is a molecular structure, C3H4I2, with properties calculated with the ωB97M-V functional and the def2-TZVPD basis.

Gap between HOMO and LUMO (Eh): 0.33516

Last column: natural (NBO) charge in e.
Atoms and positions in Å:
C1 -0.33218 0.06468 0.74902  -0.493
C2 -0.19269 0.18929 -0.74125  -0.418
C3 -1.60268 -0.02618 -0.01473  -0.363
I1 -2.76354 -1.79412 -0.03757  0.207
I2 -2.70200 1.80131 0.00688  0.135
H1 -0.32406 -0.87403 1.33361  0.240
H2 -0.02015 0.96936 1.33231  0.237
H3 -0.07509 1.14946 -1.09643  0.228
H4 0.19013 -0.65628 -1.30081  0.228

=====

2:
Below is 2 unconnected molecules or ions with the total composition C3H4I2, with properties calculated with the ωB97M-V functional and the def2-TZVPD basis.

Gap between HOMO and LUMO (alpha / beta) (Eh): 0.30202 / 0.30195

Last column: natural (NBO) charge in e.
Atoms and positions in Å:
C1 -0.84201 0.38230 0.02808  -0.178
C2 1.42114 0.16155 -0.23418  -0.498
C3 -2.01354 0.17534 0.66479  -0.431
I1 2.04015 2.12892 0.02210  0.192
I2 -3.77701 1.13646 -0.03792  0.114
H1 -0.82844 1.01937 -0.84151  0.168
H2 1.37902 -0.16328 -1.25336  0.204
H3 1.77053 -0.52842 0.51039  0.207
H4 -2.18694 -0.41396 1.54611  0.222

=====

Least stable = 2

=====

1:
Below is C3H6F2O in the gas phase, with properties calculated with the ωB97M-V functional and the def2-TZVPD basis.

SMILES: COC(C)(F)F
Gap between HOMO and LUMO (Eh): 0.45405

Last column: natural (NBO) charge in e.
Atoms and positions in Å:
C1 1.75991 0.74389 -0.14989  -0.292
O1 0.62362 -0.03332 -0.55108  -0.497
C2 -0.45037 -0.08144 0.23289  0.941
C3 -1.50735 -0.99972 -0.20017  -0.711
F1 -1.10768 1.42295 0.02081  -0.501
F2 -0.19882 -0.03937 1.57203  -0.320
H1 1.67543 1.87829 -0.08231  0.213
H2 2.70190 0.55422 -0.82485  0.211
H3 2.09288 0.42990 0.93465  0.195
H4 -1.42367 -2.09461 0.25709  0.240
H5 -1.65646 -1.18410 -1.25771  0.257
H6 -2.50940 -0.59667 0.04855  0.264

=====

2:
Below is C3H6F2O in the gas phase, with properties calculated with the ωB97M-V functional and the def2-TZVPD basis.

SMILES: OC[C@H](F)CF
Gap between HOMO and LUMO (Eh): 0.41174

Last column: natural (NBO) charge in e.
Atoms and positions in Å:
O1 0.05743 -0.19014 -1.75693  -0.683
C1 1.06619 0.37788 -0.85422  -0.119
C2 0.56658 0.44047 0.61624  0.132
F1 0.87290 -0.81999 1.18205  -0.383
C3 -0.95672 0.64386 0.83033  0.027
F2 -1.56626 -0.35476 -0.04054  -0.385
H1 0.04378 -1.20560 -1.32239  0.474
H2 1.31577 1.35108 -1.23779  0.195
H3 2.10190 -0.20442 -0.94612  0.194
H4 0.79771 1.20555 1.49894  0.189
H5 -1.31870 0.58193 1.79432  0.184
H6 -1.21600 1.59215 0.44078  0.174

=====

Least stable = 2